(1)
CH13NO4 | the ωB97M-V functional and the def2-TZVPD basis

Computed properties:
multiplicity: 2
charge: +1
lowest unoccupied orbital energy (alpha / beta): -3.80 / -9.18 eV

Geometry as XYZ:
```
19
Properties=species:S:1:pos:R:3:lowdin_charge:R:1
C 0.27762 1.72631 1.37818 -0.0265
N 0.10009 1.59348 -0.01621 0.2500
H 0.90548 0.91806 1.75207 0.1303
H -0.68516 1.47563 1.85461 0.1359
H 0.54220 2.73725 1.67461 0.1202
H 0.56967 2.33054 -0.53870 0.1646
H 0.35168 0.68434 -0.41582 0.1179
H 1.85575 -1.87082 0.51412 0.0335
H 0.57748 -2.33230 1.21709 0.0142
O 1.06786 -2.40855 0.38926 -0.0525
H 1.73095 -0.63006 -2.33910 0.0568
H 0.68293 -1.65563 -1.88661 0.0460
O 0.79214 -0.83170 -2.38203 -0.0429
H -1.06766 -0.00919 -2.61336 0.0191
H -1.24352 1.24541 -1.70837 -0.0069
O -1.72889 0.59669 -2.24086 -0.0329
H -1.96955 -1.18219 1.08279 0.0587
H -1.50279 -1.03636 2.57597 0.0557
O -1.25628 -1.35092 1.70235 -0.0411
```

***

(2)
CH13O5S | the ωB97M-V functional and the def2-TZVPD basis

Computed properties:
charge: -1
lowest unoccupied orbital energy: 3.20 eV

Geometry as XYZ:
```
20
Properties=species:S:1:pos:R:3:lowdin_charge:R:1
C -0.50536 -2.80298 -0.51080 -0.6356
S 1.02955 -1.97943 -1.14916 0.2078
H -0.62763 -2.73166 0.57357 -0.0261
H -1.40980 -2.34880 -0.91895 -0.0080
H -0.42661 -3.86325 -0.73595 -0.0220
H 2.62228 0.51889 1.46170 0.0087
H 2.64825 -0.05105 0.12035 -0.0291
O 2.87876 0.78242 0.57538 -0.0981
H -0.90174 0.61891 -0.73922 -0.0101
H 0.24986 -0.06566 -1.40894 -0.1065
O -0.11883 0.86654 -1.20803 -0.1585
H 0.24969 -0.65151 2.24412 0.0222
H -1.24681 -0.95045 2.13076 0.0053
O -0.55216 -0.76611 2.75338 -0.0494
H -2.32291 0.99544 1.39553 0.0095
H -2.68563 2.33500 1.91106 0.0456
O -2.86981 1.39537 2.07802 -0.0623
H -0.25934 2.70069 -1.67231 -0.0250
H 0.20571 4.11569 -2.09110 0.0356
O -0.56558 3.61526 -1.74939 -0.1039
```

***

(3)
CH14NO4 | the ωB97M-V functional and the def2-TZVPD basis

Computed properties:
charge: +1
lowest unoccupied orbital energy: -2.96 eV

Geometry as XYZ:
```
20
Properties=species:S:1:pos:R:3:lowdin_charge:R:1
C -1.24692 -0.81181 0.99153 -0.0082
N 0.02234 -0.13013 0.35030 0.0485
H -1.06078 -0.93650 2.05278 0.0671
H -1.28537 -1.82059 0.60772 0.0843
H -2.01806 0.07007 0.93550 0.1370
H 0.11873 -0.10393 -0.69431 0.0839
H -0.08373 0.81613 0.56439 0.0863
H 1.08716 -0.33709 0.90020 0.1353
H 2.97456 3.12681 -2.69028 0.1027
H 2.63964 2.25504 -4.01421 0.0612
O 2.22913 2.74099 -3.27232 -0.0915
H -4.44051 -2.88018 3.12489 0.0868
H -3.78971 -1.61903 3.32346 -0.0211
O -3.88577 -2.20491 2.63109 -0.0529
H 2.54212 -0.05745 2.35484 0.1052
H 3.09648 -1.02527 1.41028 0.0650
O 2.38835 -0.44253 1.48751 0.0486
H 0.79143 1.45416 -2.51999 0.0710
H -0.45676 0.40172 -2.86552 0.0651
O 0.16954 0.71118 -2.20765 -0.0745
```

***

(4)
CH14O5 | the ωB97M-V functional and the def2-TZVPD basis

Computed properties:
SMILES string: C.O.O.O.O.O
charge: 0
lowest unoccupied orbital energy: 0.39 eV

Geometry as XYZ:
```
20
Properties=species:S:1:pos:R:3:lowdin_charge:R:1
C 1.84274 0.52216 1.28181 -0.0213
H 1.51283 0.48363 2.34754 0.0463
H 2.14921 -0.46730 0.87552 0.0298
H 2.64609 1.23044 1.30481 0.0144
H 1.00317 0.82950 0.68923 -0.0197
O -0.76098 0.33996 -1.59085 -0.0975
H -0.14246 -0.45769 -1.64556 0.0517
H -1.14164 0.25622 -2.47244 0.0879
O -1.48492 -1.98893 1.46266 -0.1101
H -2.29950 -2.41907 1.73069 0.0231
H -1.72497 -1.05951 1.17416 -0.0210
O 0.55672 2.54445 -1.78614 -0.0973
H 0.28867 1.70949 -1.33047 -0.0180
H 1.45209 2.71344 -1.45125 0.0313
O -2.18317 0.40737 0.66961 -0.0745
H -1.50107 0.98708 1.03582 0.0549
H -1.87303 0.44247 -0.29060 0.0433
O 0.55027 -1.75393 -0.93231 -0.0277
H 0.43610 -2.69043 -1.08267 0.0740
H 0.67386 -1.62934 0.01044 0.0302
```

***

(5)
CH14O5S | the ωB97M-V functional and the def2-TZVPD basis

Computed properties:
SMILES string: CS.O.O.O.O.O
charge: 0
lowest unoccupied orbital energy: 0.54 eV

Geometry as XYZ:
```
21
Properties=species:S:1:pos:R:3:lowdin_charge:R:1
C -0.34458 1.03936 3.67941 -0.4990
S -0.63617 -0.64841 4.25423 0.6207
H -0.01372 1.75221 4.44322 0.0338
H -0.99366 1.62774 3.03974 0.0392
H 0.46307 0.77320 2.98731 -0.0070
H 0.57378 -0.84532 4.81006 -0.1420
O 0.60365 -1.18041 0.67914 -0.0594
H -0.12444 -0.57302 0.51069 0.0290
H 0.68982 -1.36197 1.61932 0.0078
O -0.95782 3.08492 -3.36357 -0.0495
H -0.94593 2.55034 -2.58287 -0.0243
H -1.81647 3.04125 -3.80094 0.0376
O 0.58998 -3.44209 -1.55972 -0.0603
H 0.83865 -3.07238 -0.69147 0.0242
H 1.34817 -4.02060 -1.69187 0.0424
O 0.26050 -0.65680 -2.87837 -0.0354
H -0.28838 -0.26183 -3.54882 0.0418
H 0.01404 -1.55031 -2.65229 0.0148
O -0.02668 1.50769 -0.88952 -0.0647
H 0.91702 1.36786 -0.75347 0.0519
H -0.15084 0.86859 -1.61020 -0.0017
```

***

(6)
CH14O6 | the ωB97M-V functional and the def2-TZVPD basis

Computed properties:
SMILES string: CO.O.O.O.O.O
charge: 0
lowest unoccupied orbital energy: 0.64 eV

Geometry as XYZ:
```
21
Properties=species:S:1:pos:R:3:lowdin_charge:R:1
C -1.01879 -1.15041 -1.03162 -0.1683
O 0.31052 -1.47902 -0.64972 -0.1490
H -1.59011 -2.01472 -1.38501 0.0810
H -1.02529 -0.50422 -1.91017 0.0869
H -1.53749 -0.65022 -0.21496 0.0552
H 0.19608 -2.05389 0.11429 0.0018
O -1.58572 0.10434 2.26920 -0.0762
H -0.72537 0.09238 2.70359 0.0480
H -1.50682 0.86208 1.64806 0.0138
O -0.58732 1.72498 0.27557 -0.0744
H 0.25835 2.22336 0.14880 0.0089
H -1.22137 2.33864 -0.11484 0.0601
O 1.79644 2.66094 -0.32108 -0.0796
H 2.42871 3.33531 -0.58170 0.0572
H 2.09822 1.83659 -0.78371 0.0091
O -0.83727 -2.62799 1.07741 -0.0383
H -0.94180 -1.77969 1.53903 0.0400
H -1.68238 -2.82653 0.65358 0.0765
O 2.43894 0.30467 -1.38363 -0.0553
H 3.09487 -0.15005 -0.84459 0.0647
H 1.63761 -0.24654 -1.20850 0.0380
```

***

(7)
CH15N2O5 | the ωB97M-V functional and the def2-TZVPD basis

Computed properties:
multiplicity: 2
charge: +2
lowest unoccupied orbital energy (alpha / beta): -8.90 / -13.73 eV

Geometry as XYZ:
```
23
Properties=species:S:1:pos:R:3:lowdin_charge:R:1
N -0.38719 0.17261 1.21946 0.3861
C -0.01064 1.13932 0.42390 0.0019
N 0.53481 0.79118 -0.75021 0.3930
H -0.10609 -0.81514 0.99476 0.1184
H -0.98279 0.25641 2.05297 0.2037
H -0.16811 2.17785 0.69180 0.1573
H 0.89536 1.54423 -1.38564 0.1201
H 0.66907 -0.20902 -0.96756 0.1402
H 2.09971 -2.07394 -0.06652 0.1087
H 0.84023 -2.74846 -0.30356 0.0570
O 1.15405 -1.83542 -0.11728 -0.0731
H -0.55031 4.49482 2.69215 0.0573
H -1.93803 3.96112 2.61709 0.0643
O -1.02092 3.69262 2.43473 -0.0676
H -0.91412 -3.51955 -2.41570 0.0685
H 0.56606 -3.78462 -2.50020 0.0424
O -0.15338 -3.80942 -1.88568 -0.0361
H 1.05152 3.15639 -3.28378 0.0992
H 1.76222 3.65034 -2.10674 0.0817
O 1.08610 3.00427 -2.32416 -0.0275
H -1.87082 -3.02072 0.73134 0.0570
H -0.79158 -3.41141 1.75955 0.0824
O -1.20049 -2.66264 1.30259 -0.0350
```

***

(8)
CH15NO5 | the ωB97M-V functional and the def2-TZVPD basis

Computed properties:
SMILES string: CN.O.O.O.O.O
charge: 0
lowest unoccupied orbital energy: 0.48 eV

Geometry as XYZ:
```
22
Properties=species:S:1:pos:R:3:lowdin_charge:R:1
C -0.86883 -0.67462 -0.26822 -0.1651
N -0.52780 0.06238 -1.44295 -0.0969
H -0.12695 -1.59854 -0.07502 0.0818
H -0.90210 -0.05058 0.63022 0.0860
H -1.78500 -1.14281 -0.36983 0.0511
H -0.58485 -0.40030 -2.37986 0.1109
H 0.45292 0.40520 -1.36218 0.0673
O -0.26577 -3.69012 1.97676 -0.0815
H -0.18910 -4.56386 1.46511 0.0881
H 0.36191 -3.01889 1.83036 -0.0426
O 2.14462 -2.29192 0.67723 -0.1105
H 2.37693 -1.28085 0.74248 0.0821
H 1.40833 -2.16525 0.05012 -0.0119
O -0.08372 3.11936 0.92772 -0.0502
H -0.81187 2.77946 0.40212 0.0051
H -0.47717 3.47138 1.73532 0.0601
O -2.00346 2.34481 -1.40257 -0.1326
H -1.16118 1.79417 -1.62799 0.0307
H -2.09997 2.72234 -2.29565 0.0369
O 1.79124 1.04025 0.32688 -0.0518
H 1.00628 1.46996 0.62420 -0.0237
H 2.34552 1.66842 -0.16426 0.0667
```

***

(9)
CH15NO6 | the ωB97M-V functional and the def2-TZVPD basis

Computed properties:
SMILES string: NCO.O.O.O.O.O
charge: 0
lowest unoccupied orbital energy: 0.39 eV

Geometry as XYZ:
```
23
Properties=species:S:1:pos:R:3:lowdin_charge:R:1
N -1.31578 1.24493 -0.04836 0.0316
C -0.49525 1.82439 1.01042 -0.2957
O 0.38020 0.83969 1.54273 -0.1188
H -1.62195 1.96847 -0.67636 0.0683
H -0.90250 0.42305 -0.45262 0.0408
H 0.14688 2.61756 0.60851 0.1200
H -1.11811 2.16018 1.80596 0.1094
H 0.94541 0.40735 0.88063 0.0667
O 2.11434 2.03198 3.48333 -0.0779
H 1.44868 1.63363 2.88810 -0.0073
H 1.59152 2.25891 4.25955 0.0288
O 0.38555 -0.79918 -5.44885 -0.0561
H 1.31622 -0.57856 -5.50162 0.0290
H -0.04929 -0.84616 -6.29818 0.0274
O -0.97572 -1.65503 1.88916 -0.0684
H -0.21450 -2.23155 2.02603 0.0495
H -0.55176 -0.77873 1.79010 0.0054
O 1.18173 -1.08426 -0.26504 -0.0524
H 2.06887 -1.33123 -0.54809 0.0625
H 0.58120 -1.59571 -0.83409 0.0319
O -1.33865 -2.32938 -0.86592 -0.0668
H -1.57869 -2.37737 0.07715 0.0263
H -1.99837 -1.80297 -1.32254 0.0457
```

***

(10)
CH16NO6 | the ωB97M-V functional and the def2-TZVPD basis

Computed properties:
charge: +1
lowest unoccupied orbital energy: -3.53 eV

Geometry as XYZ:
```
24
Properties=species:S:1:pos:R:3:lowdin_charge:R:1
C -1.41472 0.30232 -1.79949 0.1346
N -0.37215 0.37020 -1.07811 0.1693
H -1.36640 0.70567 -2.80333 0.1217
H -2.35605 -0.15723 -1.40468 0.1461
H -0.47666 -0.19929 -0.16814 0.1222
H 0.45511 0.70360 -1.19791 0.0262
H -2.13766 -1.63140 2.30949 0.1563
H -0.97273 -1.20272 2.97845 0.0254
O -1.31075 -0.97497 2.13981 -0.0806
H 2.83309 -1.70713 -1.91094 0.0989
H 2.30389 -1.49974 -0.50347 0.0840
O 1.90029 -1.58272 -1.47431 -0.1658
H -0.87636 2.78305 0.02831 -0.0105
H -1.19815 3.26643 -1.39828 0.0579
O -1.25250 2.58749 -0.76033 0.0218
H -1.05008 -2.69174 0.58255 0.0581
H 0.05449 -2.93530 -0.37590 0.0621
O -0.46934 -2.19370 -0.03151 -0.0869
H 0.00988 1.99580 1.97879 -0.0613
H 0.04338 0.53597 1.60932 -0.0156
O 0.39969 1.36381 1.65235 0.1057
H 1.86251 0.64531 1.12334 0.0654
H 3.16621 0.90556 0.34372 0.0933
O 2.22502 0.61072 0.16027 -0.1282
```

***

The following max |F| values (in Eh/bohr) correspond, in order, to the records above: 0.05224 0.02432 0.07012 0.03854 0.04240 0.04309 0.02515 0.07787 0.04296 0.25587.
The following DFT total energy values (in Eh) correspond, in order, to the records above: -401.25406 -820.32461 -401.94012 -422.68030 -820.85400 -497.92208 -532.10954 -478.00803 -553.28079 -553.51890.